Here is a single C4H4F2O2 molecule from the OMol25 dataset. Energies are from wB97M-V/def2-TZVPD.

## Properties
**Highest occupied orbital energy**: -10.20 eV
**SMILES string**: O=CO/C(=C/F)CF
**Relative energy (zero: lowest compared OMol25 entry of this formula, charge and spin)**: 1.496 eV
**Orbital gap**: 11.022 eV

```
! wB97M-V def2-TZVPD RIJCOSX def2/J DEFGRID3
* xyz 0 1
C 0.2722 1.2915 0.4208
C 0.4590 -0.1136 -0.2383
C -1.8357 -0.8085 -0.2313
C 1.5633 -0.8604 -0.2063
H -0.1881 1.2069 1.4158
H 1.2112 1.8452 0.4546
H -2.7260 -0.8941 -0.9710
H 1.8176 -1.8562 -0.7023
O -0.6684 -0.5689 -0.8875
O -1.9904 -0.9271 0.9965
F -0.6667 2.0555 -0.3278
F 2.7521 -0.3702 0.2766
*
```